1.
{
  "formula": "C5H22O6S",
  "method": "ωB97M-V/def2-TZVPD",
  "relative_energy_kcal_mol": 1.0,
  "charge": 0,
  "smiles": "CSCCCCO.O.O.O.O.O",
  "largest_force_ha_per_bohr": 0.056,
  "energy_ev": -28661.096,
  "symbols": ["C", "O", "C", "C", "C", "S", "C", "H", "H", "H", "H", "H", "H", "H", "H", "H", "H", "H", "H", "H", "H", "O", "H", "H", "O", "H", "H", "O", "H", "H", "O", "H", "H", "O"],
  "xyz": [[-1.636790, -1.828699, -1.537254], [-0.743294, -2.020189, -0.418432], [-2.968242, -1.159079, -1.101793], [-2.856067, -0.441407, 0.220364], [-1.788267, 0.696644, 0.162262], [-2.400159, 2.073030, -0.853079], [-1.123196, 2.351414, -2.072152], [-1.882197, -2.716596, -2.115474], [-1.019220, -1.033416, -1.977132], [-0.835189, -2.876429, 0.002155], [-3.286425, -0.512431, -1.946182], [-3.893304, -1.748048, -1.141929], [-2.459047, -1.086665, 1.008593], [-3.735613, 0.031637, 0.653005], [-0.803323, 0.410740, -0.187112], [-1.607219, 1.005918, 1.196814], [-1.437339, 1.939274, -3.022870], [-0.969532, 3.420026, -2.238882], [-0.194587, 1.925173, -1.691395], [2.232452, -2.251246, 2.439032], [2.845749, -2.717609, 1.161249], [2.084805, -2.877676, 1.725140], [0.452603, -1.009300, 0.893012], [-0.093803, -0.079787, 2.041606], [0.661942, -0.285767, 1.496860], [2.610169, 2.207177, 1.604495], [1.644141, 1.220350, 0.963594], [1.942443, 2.133896, 0.920823], [4.146379, 2.066345, -0.953361], [3.416118, 0.885514, -1.308424], [4.100703, 1.143311, -0.676451], [3.920302, 0.540740, 1.879097], [2.407954, 0.123039, 2.329048], [3.267053, 0.470117, 2.544773]],
  "forces_ev_per_angstrom": [[-0.1, 1.6, 1.5], [0.0, -1.0, 0.1], [-1.2, 0.1, -0.9], [1.8, 1.1, 0.3], [-0.6, 0.0, 0.1], [-0.5, 0.3, 0.6], [0.3, 0.2, -0.1], [0.7, 0.0, -0.2], [-0.7, -0.6, -1.2], [-0.2, -0.3, 0.0], [0.7, 0.5, 0.5], [0.6, -1.0, 0.5], [-0.3, -0.4, -0.2], [-0.5, -0.3, -0.5], [-0.2, -0.2, -0.3], [-0.2, 0.5, -0.2], [0.3, -0.3, -0.2], [0.0, -0.1, 0.3], [0.0, 0.0, -0.3], [-0.1, 0.1, 0.2], [0.1, -0.1, -0.2], [0.1, 0.0, -0.1], [-0.3, -0.2, 0.1], [-0.4, -0.1, 0.0], [1.0, 0.0, 0.2], [0.0, -0.1, 0.1], [-0.1, 0.1, 0.0], [-0.5, 0.9, -0.5], [0.4, 0.2, 0.6], [0.0, -0.6, 0.3], [-0.1, 0.2, -0.9], [0.3, -0.3, -1.6], [-0.2, -0.3, -1.0], [0.2, 0.2, 2.9]]
}

2.
{
  "formula": "C36H59BrCl2IN2O25PS2",
  "method": "ωB97M-V/def2-TZVPD",
  "charge": 0,
  "largest_force_ha_per_bohr": 0.033,
  "energy_ev": -226604.423,
  "symbols": ["C", "C", "Cl", "C", "Cl", "C", "C", "I", "C", "C", "C", "C", "S", "C", "P", "O", "Br", "C", "N", "S", "N", "C", "H", "H", "H", "H", "H", "H", "H", "H", "H", "H", "H", "C", "O", "C", "O", "O", "C", "H", "H", "H", "H", "H", "H", "C", "O", "C", "O", "O", "C", "H", "H", "H", "H", "H", "H", "C", "O", "C", "O", "O", "C", "H", "H", "H", "H", "H", "H", "C", "O", "C", "O", "O", "C", "H", "H", "H", "H", "H", "H", "C", "O", "C", "O", "O", "C", "H", "H", "H", "H", "H", "H", "C", "O", "C", "O", "O", "C", "H", "H", "H", "H", "H", "H", "C", "O", "C", "O", "O", "C", "H", "H", "H", "H", "H", "H", "C", "O", "C", "O", "O", "C", "H", "H", "H", "H", "H", "H"],
  "xyz": [[8.146477, 0.086657, -2.429474], [7.994465, 0.903721, -3.676636], [9.458545, 1.495418, -4.359554], [6.811865, 1.170000, -4.210584], [6.691623, 2.100637, -5.681217], [5.521970, 0.715513, -3.657532], [4.767202, 1.481143, -2.797712], [5.652602, 3.316853, -2.234849], [3.480965, 1.053109, -2.289108], [2.604935, 1.926194, -1.429300], [2.194339, 3.311007, -1.985838], [1.884092, 3.342103, -3.488468], [2.710007, 4.735163, -4.338999], [3.025359, -0.201846, -2.629804], [1.450807, -1.053282, -2.161788], [0.278576, -0.081762, -2.810579], [1.194660, -0.991938, 0.085351], [3.819433, -0.996820, -3.512359], [3.471426, -2.220029, -3.933406], [4.630410, -2.713092, -4.922277], [5.622842, -1.450775, -4.860683], [5.052495, -0.568772, -4.048890], [9.043817, -0.519321, -2.512845], [8.260120, 0.754724, -1.577126], [7.292164, -0.571664, -2.320874], [3.035073, 2.074628, -0.444183], [1.672948, 1.402396, -1.257699], [1.273255, 3.575089, -1.471171], [2.899987, 4.078977, -1.693220], [0.824041, 3.533230, -3.615613], [2.088260, 2.413681, -4.014417], [2.749880, 4.303848, -5.606734], [0.321002, -0.244001, -3.762547], [-3.995367, -5.295740, -0.025759], [-4.335228, -3.999689, -0.525873], [-3.309469, -3.155699, -0.603635], [-2.170373, -3.396914, -0.298087], [-3.760153, -1.997490, -1.085179], [-2.744084, -0.999274, -1.225996], [-4.913938, -5.875022, -0.016713], [-3.269881, -5.780379, -0.677381], [-3.603417, -5.225574, 0.986964], [-1.975608, -1.334000, -1.919272], [-2.302986, -0.757627, -0.260432], [-3.219111, -0.111033, -1.631185], [1.364553, -0.099886, 3.109607], [1.677444, 0.193013, 4.477611], [2.245866, 1.387699, 4.636122], [2.466419, 2.159998, 3.739022], [2.524190, 1.570099, 5.919830], [3.160839, 2.819475, 6.207148], [0.910024, -1.087517, 3.101570], [0.655453, 0.621574, 2.709455], [2.268876, -0.119209, 2.510226], [2.516221, 3.650997, 5.928282], [4.115811, 2.888348, 5.688854], [3.330593, 2.839811, 7.279520], [8.903757, 2.534085, 3.390601], [8.011860, 2.211347, 2.322318], [6.775608, 1.904154, 2.715853], [6.383599, 1.881991, 3.853889], [6.053404, 1.627421, 1.635720], [4.689388, 1.300092, 1.887030], [9.863090, 2.761266, 2.934824], [8.549526, 3.406159, 3.936878], [9.017366, 1.687958, 4.065610], [4.172643, 2.128417, 2.357671], [4.610253, 0.405386, 2.504563], [4.242446, 1.099050, 0.920108], [-5.907436, 0.092585, 0.082909], [-5.579483, 0.706468, 1.332060], [-6.419498, 0.415429, 2.325041], [-7.388179, -0.292385, 2.244757], [-5.996065, 1.042573, 3.420914], [-6.805088, 0.818683, 4.578860], [-5.152941, 0.408675, -0.628501], [-5.883187, -0.990551, 0.167775], [-6.883298, 0.425384, -0.266718], [-6.818765, -0.237926, 4.839312], [-7.818624, 1.179650, 4.415657], [-6.354626, 1.380102, 5.392848], [-7.531221, 3.347424, 10.238580], [-6.179837, 2.950669, 10.480020], [-5.582150, 2.380411, 9.436017], [-6.079511, 2.187015, 8.357499], [-4.339523, 2.061344, 9.790830], [-3.575210, 1.435958, 8.757318], [-7.892360, 3.792069, 11.161172], [-7.578191, 4.085849, 9.440575], [-8.146370, 2.484819, 9.989961], [-3.469003, 2.100594, 7.902117], [-4.036997, 0.499196, 8.451334], [-2.594902, 1.232385, 9.177657], [0.419876, -5.277076, -1.867607], [-0.190430, -6.424240, -2.470262], [-0.342367, -6.339847, -3.787752], [-0.017702, -5.417743, -4.486541], [-0.934855, -7.464335, -4.202826], [-1.175966, -7.520018, -5.612736], [0.481511, -5.473200, -0.801468], [1.424850, -5.126692, -2.258172], [-0.186081, -4.387625, -2.024527], [-0.239083, -7.472528, -6.163570], [-1.838493, -6.713825, -5.921183], [-1.659307, -8.473738, -5.806638], [-3.748719, -8.464657, -3.102481], [-4.600916, -8.717931, -4.225793], [-5.864203, -8.990594, -3.906199], [-6.318183, -9.035439, -2.793522], [-6.541536, -9.204855, -5.034587], [-7.923279, -9.510284, -4.838671], [-2.758950, -8.254537, -3.500154], [-4.102260, -7.599631, -2.542806], [-3.701797, -9.336819, -2.452653], [-8.433646, -8.684167, -4.347349], [-8.036476, -10.422243, -4.255686], [-8.350105, -9.659853, -5.826143], [-0.836497, 10.322962, -1.754413], [0.538138, 10.035463, -1.495339], [1.151566, 9.373313, -2.477290], [0.648056, 9.022202, -3.510928], [2.415793, 9.170877, -2.112576], [3.200088, 8.463639, -3.076990], [-1.209826, 10.857691, -0.885828], [-0.938204, 10.952915, -2.636048], [-1.404329, 9.403313, -1.882249], [3.257267, 9.020991, -4.010214], [2.793447, 7.470224, -3.254058], [4.199784, 8.367742, -2.662377]],
  "forces_ev_per_angstrom": [[0.3, 0.2, -0.4], [-0.1, -0.4, 0.3], [0.0, 0.1, 0.0], [0.3, 0.4, -0.6], [-0.2, -0.1, 0.2], [0.3, 0.3, 0.1], [0.3, 0.0, -0.2], [-0.3, -0.4, 0.2], [0.0, 0.0, -0.1], [-0.2, 0.5, -0.2], [-0.1, -0.2, -0.1], [-0.5, 0.3, -0.4], [0.4, 0.2, 0.2], [0.0, 0.6, 0.4], [0.0, -1.6, -0.6], [0.3, 0.5, 0.6], [0.0, 0.6, -0.7], [-0.6, -0.7, 0.2], [0.1, -0.3, -0.3], [0.1, 0.3, 0.2], [0.2, -0.3, -0.3], [-0.4, 0.6, 0.5], [0.1, -0.1, 0.1], [-0.1, -0.1, 0.2], [-0.1, 0.0, 0.3], [0.2, 0.0, 0.1], [0.0, -0.2, 0.0], [-0.1, 0.0, 0.2], [0.3, 0.1, -0.2], [-0.2, -0.2, 0.0], [0.3, -0.1, 0.1], [-0.2, -0.2, 0.1], [-0.2, 0.0, -0.1], [-0.1, -0.2, 0.1], [0.0, 0.0, 0.0], [-0.1, 0.0, -0.1], [0.1, 0.0, 0.0], [0.1, 0.0, 0.0], [0.1, 0.2, -0.1], [-0.1, 0.1, -0.1], [0.1, 0.1, 0.0], [0.1, 0.0, 0.0], [0.1, 0.0, 0.1], [0.1, -0.1, 0.0], [-0.1, -0.1, 0.0], [-0.2, -0.2, 0.2], [0.0, 0.0, 0.0], [0.0, -0.2, -0.1], [-0.1, 0.3, 0.1], [0.0, 0.0, 0.0], [0.2, 0.2, 0.1], [0.0, 0.0, 0.2], [0.1, 0.1, 0.0], [0.0, 0.1, 0.0], [0.0, 0.0, -0.1], [0.0, 0.0, -0.1], [-0.1, -0.1, 0.0], [0.2, 0.1, 0.1], [0.0, 0.0, 0.0], [-0.1, 0.0, 0.0], [0.0, 0.0, 0.1], [0.3, 0.0, -0.2], [-0.2, 0.0, 0.0], [-0.1, 0.0, -0.1], [-0.1, -0.1, 0.1], [-0.1, 0.0, 0.1], [0.0, 0.0, 0.1], [0.1, 0.1, 0.1], [0.1, -0.1, -0.1], [-0.1, -0.1, -0.2], [0.1, 0.1, -0.1], [0.1, 0.0, 0.0], [0.0, 0.0, 0.0], [0.0, 0.0, 0.0], [0.0, 0.1, 0.3], [0.1, 0.1, 0.1], [-0.1, 0.0, 0.0], [-0.1, -0.1, 0.1], [-0.1, 0.0, -0.1], [0.0, -0.1, -0.1], [0.1, 0.0, -0.1], [-0.2, 0.1, 0.1], [0.0, 0.0, 0.0], [0.1, 0.0, 0.1], [0.0, 0.0, -0.1], [0.0, 0.0, 0.0], [0.2, -0.1, -0.1], [0.1, 0.0, 0.1], [0.0, -0.1, -0.1], [0.0, 0.0, -0.1], [-0.1, 0.0, 0.0], [-0.1, 0.1, -0.1], [0.0, 0.1, 0.1], [0.2, 0.2, 0.2], [0.0, 0.0, 0.1], [-0.1, 0.0, 0.1], [0.0, 0.0, -0.1], [0.2, 0.0, -0.2], [-0.1, -0.1, -0.2], [-0.1, -0.2, 0.0], [-0.1, 0.1, -0.1], [0.0, 0.0, -0.1], [0.0, 0.1, 0.0], [0.1, 0.1, 0.0], [0.0, 0.0, 0.1], [0.3, 0.0, 0.1], [0.0, 0.0, 0.0], [0.0, 0.0, -0.1], [0.0, 0.0, 0.1], [0.0, 0.0, 0.0], [-0.2, 0.0, -0.1], [-0.3, -0.1, 0.0], [-0.1, -0.1, 0.0], [-0.1, 0.0, 0.0], [0.0, 0.0, 0.1], [0.0, 0.1, 0.1], [0.1, 0.0, -0.1], [-0.2, 0.1, 0.1], [0.0, 0.0, 0.1], [0.1, 0.0, 0.1], [0.0, 0.0, 0.0], [0.1, 0.0, 0.0], [0.2, -0.1, -0.1], [0.1, 0.0, 0.1], [0.0, -0.1, -0.1], [0.0, 0.0, -0.1], [-0.1, 0.0, 0.0], [-0.1, 0.1, -0.1], [-0.1, 0.1, 0.2]]
}

3.
{
  "formula": "C8H15N2S",
  "method": "ωB97M-V/def2-TZVPD",
  "multiplicity": 3,
  "relative_energy_kcal_mol": 73.0,
  "charge": 1,
  "largest_force_ha_per_bohr": 0.111,
  "energy_ev": -22341.745,
  "symbols": ["C", "C", "C", "C", "C", "C", "C", "C", "N", "N", "S", "H", "H", "H", "H", "H", "H", "H", "H", "H", "H", "H", "H", "H", "H", "H"],
  "xyz": [[1.648381, -0.790857, 0.215498], [2.205471, 0.579401, 0.058928], [-0.449190, 0.128378, 0.667358], [2.491203, -2.002903, 0.396708], [3.731715, 0.518222, -0.030885], [-1.693365, 0.609784, -1.360047], [-2.200240, 1.815131, 0.723767], [-2.459224, -0.671386, 0.503441], [0.372065, -0.767645, 0.383549], [-1.748021, 0.542945, 0.121367], [1.370837, 2.010758, 0.184157], [2.688233, -2.376288, -0.528721], [3.407135, -1.863625, 0.968437], [1.849637, -2.788813, 0.893324], [3.992815, -0.540881, -0.262043], [3.959512, 1.214076, -0.798288], [4.401115, 0.711425, 0.788427], [-0.695922, 0.467180, -1.876775], [-2.260776, -0.131358, -1.742435], [-2.027837, 1.528763, -1.842193], [-1.499969, 2.554678, 0.378044], [-3.186394, 2.062130, 0.487156], [-2.254484, 1.792217, 1.745511], [-3.525818, -0.346856, 0.440719], [-2.166224, -1.572349, 0.077704], [-2.108751, -0.852932, 1.584500]],
  "forces_ev_per_angstrom": [[3.0, 3.6, 1.2], [1.8, -2.2, 1.4], [3.7, 2.1, 1.1], [-2.3, -0.4, 2.8], [-0.8, -1.3, -1.0], [2.5, 2.2, -1.8], [1.0, 0.0, -1.3], [-2.8, 1.4, 4.2], [-5.6, -0.8, -1.1], [1.8, -1.5, -1.7], [-0.5, -0.8, 0.0], [1.0, -1.2, -2.8], [-0.3, 0.1, 0.0], [0.7, 0.8, -0.4], [0.1, 1.3, -0.7], [0.9, 0.3, -1.0], [-0.5, 0.6, 1.0], [-0.6, 0.0, 1.5], [-2.1, -2.5, -1.1], [-0.3, 0.3, 0.9], [0.1, 0.4, 0.0], [-1.6, 0.1, -1.4], [0.7, -0.5, 2.7], [0.6, -1.2, 0.2], [0.4, -1.1, -1.8], [-1.3, 0.4, -1.1]]
}